Density functional theory data (wB97M-V/def2-TZVPD) for C5H6N2S in the gas phase.

LUMO	0.63	eV
structure (SMILES)	C=Cn1cncc1S
highest occupied orbital energy	-0.3307	hartree

Last column: Löwdin charge in e.
Cartesian coordinates (Å):
S  -2.44  -1.10  -0.13  0.78
C  0.80  -1.08  -0.28  -0.15
H  2.63  -0.38  0.55  0.07
C  2.07  -1.21  0.10  0.04
H  2.54  -2.14  -0.06  0.04
C  -1.55  1.59  -0.02  -0.16
N  0.07  0.12  -0.17  -0.09
N  -0.38  2.30  -0.07  0.07
H  -2.51  2.08  0.07  0.10
H  -2.33  -1.49  1.17  -0.12
C  -1.31  0.24  -0.08  -0.64
H  0.24  -1.91  -0.69  0.09
C  0.55  1.38  -0.16  -0.17
H  1.61  1.59  -0.23  0.12

=====

Density functional theory data (wB97M-V/def2-TZVPD) for C5H6N2S in the gas phase.

LUMO	0.74	eV
structure (SMILES)	C#C[C@H]1CNC(=S)N1
highest occupied orbital energy	-0.3067	hartree

Last column: Löwdin charge in e.
Cartesian coordinates (Å):
H  -2.81  -2.95  0.03  0.03
C  0.48  1.71  -0.39  -0.93
C  -1.27  -1.31  0.35  -0.08
S  0.52  3.30  -0.87  0.56
C  -0.28  -0.26  0.59  -0.31
N  -0.64  1.02  0.01  0.04
C  -2.10  -2.17  0.17  0.13
H  0.90  -1.04  -1.05  0.12
H  1.77  -1.08  0.51  0.13
H  2.35  1.08  -0.85  0.13
H  -0.10  -0.17  1.68  0.16
H  -1.44  1.55  0.30  0.13
C  1.08  -0.51  -0.13  -0.12
N  1.53  0.85  -0.33  0.01

=====

Density functional theory data (wB97M-V/def2-TZVPD) for a molecular structure, C5H6N4.

LUMO	-0.28	eV
highest occupied orbital energy	-0.3486	hartree

Last column: Löwdin charge in e.
Cartesian coordinates (Å):
H  -1.81  -1.40  -0.18  0.14
C  0.75  0.90  -0.67  -0.07
H  -1.31  -0.58  1.88  0.15
N  -1.56  0.02  -1.77  0.07
H  -1.14  1.42  -3.24  0.09
C  -1.09  -0.61  -0.64  -0.07
C  0.68  -0.57  1.25  -0.62
N  -0.23  -0.94  2.21  0.02
C  0.15  -0.24  -0.05  -0.15
H  1.53  1.45  -0.25  0.10
N  1.90  -0.61  1.70  0.09
H  0.20  -0.42  3.31  0.24
H  2.30  -0.78  0.68  0.09
C  -0.73  0.95  -2.40  -0.15
N  0.37  1.41  -1.82  0.07

=====

Density functional theory data (wB97M-V/def2-TZVPD) for a gas-phase ion, C5H6NO (charge -1).

LUMO (spin up / spin down)	4.44 / 4.44	eV
net charge	-1
structure (SMILES)	[O-]N1C=CC=CC1
highest occupied orbital energy (spin up / spin down)	-0.0606 / -0.0606	hartree

Last column: Löwdin charge in e.
Cartesian coordinates (Å):
C  -0.96  -0.80  0.50  -0.16
C  -0.18  1.46  0.30  -0.19
H  0.35  -2.19  -0.43  0.09
H  1.02  -1.40  1.03  0.10
H  -2.19  0.82  1.09  0.09
H  -1.70  -1.56  0.39  0.05
O  1.46  -0.67  -1.97  -0.32
C  0.78  1.02  -0.54  -0.21
H  1.41  1.79  -1.09  0.12
N  1.14  -0.23  -0.74  -0.29
H  -0.38  2.50  0.68  0.08
C  0.43  -1.26  0.10  -0.16
C  -1.18  0.52  0.68  -0.21

=====

Density functional theory data (wB97M-V/def2-TZVPD) for a gas-phase ion, C5H6NO (charge +1).

LUMO	-6.08	eV
net charge	+1
structure (SMILES)	O=C[N+]1=CC=CC1
highest occupied orbital energy	-0.5782	hartree

Last column: Löwdin charge in e.
Cartesian coordinates (Å):
H  1.12  -1.79  1.48  0.18
C  -0.30  2.32  -0.46  -0.17
H  -0.54  -2.35  -0.32  0.12
H  -0.01  -0.21  -1.82  0.13
H  -1.65  0.26  -1.25  0.21
H  0.11  2.93  0.30  0.13
C  -0.58  -0.13  -0.96  -0.05
O  -1.01  2.69  -1.33  0.18
N  0.12  0.94  -0.21  -0.01
H  1.01  1.18  1.61  0.17
C  0.60  -0.96  0.84  0.00
C  0.59  0.44  0.91  0.04
C  -0.28  -1.35  -0.14  0.07

=====

Density functional theory data (wB97M-V/def2-TZVPD) for a gas-phase ion, C5H6NO (charge +1).

LUMO	-4.87	eV
net charge	+1
structure (SMILES)	O=[n+]1cc1C1CC1
highest occupied orbital energy	-0.5679	hartree

Last column: Löwdin charge in e.
Cartesian coordinates (Å):
H  0.07  -1.76  -0.08  0.16
H  1.59  0.85  -1.08  0.10
O  -3.27  -0.60  0.22  0.19
C  0.30  -0.73  -0.21  -0.19
C  1.36  -0.12  0.75  0.00
C  -0.89  -0.01  -0.11  0.04
C  -1.59  1.19  0.03  0.24
H  1.03  0.89  1.16  0.16
H  2.16  -0.97  -1.25  0.17
N  -2.30  0.06  0.08  -0.12
H  -1.67  2.30  -0.08  0.18
C  1.60  -0.12  -0.71  -0.03
H  1.61  -0.97  1.27  0.10

=====

Density functional theory data (wB97M-V/def2-TZVPD) for a gas-phase ion, C5H6NO2 (charge +1).

LUMO	-4.94	eV
net charge	+1
structure (SMILES)	C#[N+]C(=O)/C=C(/C)O
highest occupied orbital energy	-0.5305	hartree

Last column: Löwdin charge in e.
Cartesian coordinates (Å):
H  -2.41  -1.15  0.51  0.08
H  -0.14  -1.27  0.00  0.10
C  -1.16  0.46  -0.07  -0.20
N  2.48  -0.65  -0.01  0.24
H  4.59  -1.36  0.14  0.15
C  1.22  0.40  -0.01  -0.34
H  -3.26  0.28  0.30  0.07
C  0.03  -0.26  -0.03  0.02
C  -2.48  -0.27  -0.01  0.07
C  3.54  -1.05  0.04  0.26
O  -1.15  1.79  -0.03  0.18
H  -0.28  2.11  0.20  0.10
O  1.68  1.50  -0.06  0.17
H  -2.64  -0.53  -0.99  0.09

=====

Density functional theory data (wB97M-V/def2-TZVPD) for a gas-phase ion, C5H6NO2 (charge +1).

LUMO (spin up / spin down)	-3.80 / -8.18	eV
net charge	+1
multiplicity	3
highest occupied orbital energy (spin up / spin down)	-0.4334 / -0.5731	hartree

Last column: Mulliken spin population.
Cartesian coordinates (Å):
H  -3.52  -0.68  -0.76  0.01
O  -1.83  0.18  0.01  0.24
O  4.48  -1.15  0.21  0.12
N  2.92  0.52  -0.31  0.12
C  3.69  -0.38  -0.09  0.05
H  -0.20  1.89  0.35  0.00
C  -0.64  -0.15  -0.13  0.49
H  -0.48  -1.24  -0.37  0.02
H  -2.38  -1.81  0.11  0.00
H  2.00  2.21  0.04  0.03
C  1.81  1.15  -0.09  0.58
H  -3.41  -0.68  0.95  0.01
C  -2.82  -0.77  0.03  0.00
C  0.37  0.92  0.05  0.34

=====

Density functional theory data (wB97M-V/def2-TZVPD) for 2 unconnected molecules or ions with the total composition C5H6NO3.

LUMO	3.95	eV
net charge	-1
highest occupied orbital energy	-0.0870	hartree

Last column: Löwdin charge in e.
Cartesian coordinates (Å):
O  3.43  1.16  -0.92  0.15
H  -1.87  -0.89  1.43  0.06
H  -0.16  1.06  1.34  0.07
O  -0.29  1.07  -1.37  -0.15
C  -0.02  0.14  0.83  -0.23
C  3.10  0.80  0.11  -0.56
C  -1.37  -0.91  -0.83  -0.24
H  0.52  -0.66  1.46  0.11
H  -1.03  -1.97  -0.90  0.10
C  0.62  0.41  -0.54  -0.30
H  -2.36  -0.70  -1.44  0.12
N  -0.22  -0.33  -1.53  -0.13
C  -1.48  -0.33  0.63  -0.20
H  -1.98  0.67  0.49  0.10
O  3.11  0.48  1.23  0.11

=====

The energy relative to the best compared isomer or geometry (same formula, charge and spin) results, record by record, are as follows: 25.8 41.6 50.4 5.8 43.1 155.7 22.2 0.0 91.9 kcal per mole.